{
  "formula": "C4H12O3",
  "method": "the ωB97M-V functional and the def2-TZVPD basis",
  "elements": ["C", "C", "C", "O", "C", "O", "H", "H", "H", "H", "H", "H", "H", "H", "H", "H", "H", "H", "O"],
  "coordinates": [[-0.722, 0.932, 0.358], [-0.605, 0.419, 1.798], [0.247, -0.844, 1.952], [-0.311, -1.736, 2.959], [0.552, 1.530, -0.209], [1.415, 0.549, -0.790], [-1.007, 0.050, -0.239], [-1.530, 1.647, 0.314], [-0.211, 1.178, 2.468], [-1.618, 0.148, 2.119], [0.277, -1.425, 1.040], [1.258, -0.688, 2.309], [-1.069, -1.268, 3.334], [0.325, 2.293, -0.956], [1.149, 2.004, 0.556], [0.808, -0.081, -1.196], [0.812, -1.271, -5.823], [-0.232, -2.047, -5.061], [0.462, -1.391, -4.933]],
  "forces_ev_per_angstrom": [[0.3704, -0.6007, 0.5337], [0.2684, -0.4337, -0.2086], [-0.5020, -0.8209, 0.9419], [-0.2816, 0.5955, -0.1945], [0.2877, -0.0273, -0.4639], [-0.4923, -0.0994, 0.2139], [-0.1166, 0.3832, -0.1603], [-0.2622, 0.2832, -0.1253], [-0.1674, 0.2810, 0.0724], [0.0500, 0.1375, 0.0736], [0.0837, -0.0006, -0.3956], [0.2833, 0.4994, -0.3947], [0.1790, -0.3229, 0.0547], [-0.1114, 0.0290, -0.0791], [0.0496, 0.2399, 0.3772], [0.3755, -0.1423, -0.2681], [0.1041, 0.1083, 0.0907], [-0.0119, 0.0102, 0.1408], [-0.1062, -0.1195, -0.2088]],
  "mulliken_charge": [-0.887, -0.597, -0.147, -0.553, -0.424, -0.493, 0.357, 0.314, 0.313, 0.470, 0.218, 0.239, 0.301, 0.263, 0.326, 0.295, 0.319, 0.317, -0.632],
  "total_energy_ha": -385.28846,
  "homo_ha": -0.3700,
  "homo_lumo_gap_ha": 0.399,
  "smiles": "OCCCCO.O",
  "relative_energy_kcal_mol": 20.9
}

{
  "formula": "C4H12O3",
  "method": "the ωB97M-V functional and the def2-TZVPD basis",
  "elements": ["C", "O", "C", "C", "C", "O", "H", "H", "H", "H", "H", "H", "H", "H", "H", "H", "H", "H", "O"],
  "coordinates": [[0.271, 0.520, 1.844], [1.186, 1.507, 2.449], [0.049, 0.896, 0.417], [-1.170, 0.194, -0.305], [-0.745, -1.332, -0.279], [-1.316, 0.795, -1.539], [-0.612, 0.282, 2.501], [0.771, -0.475, 1.833], [1.719, 1.121, 3.154], [0.980, 0.922, -0.123], [-0.320, 1.950, 0.491], [-1.954, 0.340, 0.443], [-1.295, -1.935, -1.045], [-0.863, -1.576, 0.793], [0.357, -1.395, -0.339], [-0.423, 0.706, -1.878], [0.419, -0.524, -2.669], [1.580, -1.465, -2.924], [1.367, -0.531, -2.822]],
  "forces_ev_per_angstrom": [[1.7033, -1.6385, 1.5348], [-1.0547, -0.5932, -0.6081], [-2.7113, 2.3416, 0.5965], [3.3216, -1.3769, 2.6738], [-0.3629, 1.1314, 0.0836], [-0.6372, -0.3423, -0.5247], [0.3153, 1.0091, -0.7835], [0.1562, 0.4586, 0.1811], [-0.3350, -0.2184, -0.1995], [0.3370, -0.3674, -0.4322], [0.5622, -0.3607, -0.3234], [-0.7565, 0.1720, -1.0235], [0.4811, 0.1446, 1.0519], [-0.6888, -0.7165, -0.6679], [-0.4445, -0.0904, -0.8283], [0.0669, 0.7114, -0.5146], [-0.0552, -0.3510, -0.2352], [0.0304, 0.0608, 0.0099], [0.0719, 0.0257, 0.0093]],
  "mulliken_charge": [-0.521, -0.520, -0.442, -0.125, -1.110, -0.539, 0.268, 0.311, 0.301, 0.352, 0.314, 0.436, 0.294, 0.384, 0.293, 0.249, 0.340, 0.326, -0.612],
  "total_energy_ha": -385.26632,
  "homo_ha": -0.3728,
  "homo_lumo_gap_ha": 0.399,
  "smiles": "C[C@H](O)CCO.O",
  "relative_energy_kcal_mol": 34.8
}

{
  "formula": "C4H12O3",
  "method": "the ωB97M-V functional and the def2-TZVPD basis",
  "elements": ["C", "O", "C", "C", "C", "O", "H", "H", "H", "H", "H", "H", "H", "H", "H", "H", "H", "H", "O"],
  "coordinates": [[-1.342, -1.551, -0.459], [-0.279, -1.434, 0.503], [-0.736, -1.146, -1.860], [0.598, -0.358, -1.730], [0.477, 1.098, -1.218], [0.760, 1.279, 0.136], [-1.606, -2.611, -0.633], [-2.250, -0.934, -0.303], [-0.827, -1.027, 1.136], [-1.483, -0.676, -2.382], [-0.350, -1.955, -2.388], [0.939, -0.485, -2.740], [1.306, -0.866, -1.083], [-0.651, 1.505, -1.429], [1.250, 1.658, -1.744], [1.335, 0.631, 0.589], [1.182, 2.557, 5.909], [0.892, 2.457, 4.400], [0.785, 1.859, 5.296]],
  "forces_ev_per_angstrom": [[0.8761, -0.9957, -3.2774], [-0.8675, 0.0389, -0.9350], [0.8641, 0.6161, 3.9625], [-0.0575, 0.0019, -0.0651], [-3.3311, -1.1311, 0.8789], [-1.0479, 0.3777, -0.8649], [-0.2926, 0.4855, 0.8019], [0.6961, -0.3462, 0.6069], [-0.0755, 0.7010, 2.5529], [-1.4411, 1.2969, -1.7405], [0.1358, -1.8522, -0.9207], [0.8242, 0.9319, -0.4585], [0.0394, -0.2359, -0.0084], [2.9518, -0.1753, 0.5780], [0.4643, 0.6742, -0.6329], [0.2607, -0.4138, -0.4618], [-0.8048, -1.6116, -0.6884], [-0.5827, -2.4699, 3.1313], [1.3882, 4.1076, -2.4588]],
  "mulliken_charge": [-0.428, -0.477, -0.793, -0.651, -0.110, -0.179, 0.283, 0.376, 0.338, 0.491, 0.358, 0.385, 0.358, 0.351, 0.284, 0.412, 0.340, 0.306, -0.646],
  "total_energy_ha": -384.87424,
  "s2": 0.755,
  "total_charge": 1,
  "homo_ha": [-0.5065, -0.5065],
  "spin_multiplicity": 2,
  "homo_lumo_gap_ha": [0.383, 0.145],
  "relative_energy_kcal_mol": 76.1
}